[1]
111
Properties=species:S:1:pos:R:3:mulliken_charge:R:1 method="wB97M-V/def2-TZVPD" smiles="O=C=NOC(=O)NCCSc1nnco1.CCO.CCO.CCO.CCO.CCO.CCO.CCO.CCO.CCO.CCO" total_charge=0 largest_force_ev_per_a=11.314 lumo_energy_ha=-0.0448 e_tot_ev=-73478.616 orbital_gap_ev=7.8
O 2.609 -0.139 -0.719 -0.50
C 3.252 -1.303 -0.989 0.75
N 3.474 -2.670 -1.150 -0.28
O 3.930 -2.906 -2.391 -0.17
C 2.849 -3.036 -3.377 0.40
O 2.839 -2.116 -4.381 -0.54
N 1.722 -4.038 -3.380 0.03
C 2.018 -5.284 -2.579 -0.62
C 0.860 -5.560 -1.404 -0.55
S 0.578 -4.102 -0.268 -0.01
C -0.447 -2.751 -1.057 0.10
N -0.078 -1.555 -1.919 0.31
N -1.153 -0.724 -2.289 -0.49
C -2.344 -1.423 -1.613 0.02
O -1.926 -2.641 -0.879 -0.31
H 1.654 -4.360 -4.393 0.26
H 3.109 -5.370 -2.165 0.30
H 1.887 -6.202 -3.331 0.35
H 1.305 -6.448 -0.741 0.31
H -0.126 -5.972 -1.912 0.33
H -3.426 -0.962 -1.764 0.31
C 2.472 1.828 -4.086 -0.87
C 3.931 1.980 -3.709 -0.30
O 4.046 2.257 -2.321 -0.32
H 1.915 2.740 -3.847 0.26
H 2.365 1.619 -5.154 0.38
H 2.008 1.014 -3.520 0.14
H 4.384 2.808 -4.261 0.31
H 4.491 1.067 -3.933 0.26
H 3.648 1.511 -1.839 0.15
C -2.456 3.596 -1.294 -0.74
C -3.533 2.626 -1.734 0.31
O -3.411 1.407 -1.015 -0.39
H -1.462 3.169 -1.464 0.27
H -2.534 4.539 -1.842 0.38
H -2.535 3.803 -0.222 -0.06
H -3.437 2.404 -2.801 0.37
H -4.530 3.040 -1.556 -0.34
H -3.506 1.614 -0.069 0.23
C -8.509 3.444 -0.455 -1.17
C -7.051 3.573 -0.844 -0.07
O -6.686 4.944 -0.910 -0.53
H -9.148 3.958 -1.181 0.29
H -8.808 2.393 -0.404 0.34
H -8.694 3.911 0.518 0.34
H -6.875 3.125 -1.826 0.31
H -6.405 3.072 -0.116 0.17
H -6.838 5.330 -0.031 0.29
C -0.951 -2.467 -7.069 -1.25
C -0.185 -3.079 -5.915 0.17
O -0.401 -4.482 -5.878 -0.54
H -2.023 -2.670 -6.970 0.31
H -0.798 -1.385 -7.108 0.35
H -0.631 -2.903 -8.021 0.35
H -0.523 -2.657 -4.964 0.16
H 0.889 -2.892 -6.013 0.14
H -0.090 -4.849 -6.723 0.31
C 3.451 5.272 0.441 -0.87
C 2.027 4.806 0.662 -0.13
O 1.429 4.469 -0.581 -0.46
H 3.473 6.142 -0.223 0.27
H 3.926 5.540 1.390 0.35
H 4.045 4.489 -0.041 0.10
H 1.432 5.599 1.124 0.30
H 1.999 3.928 1.315 0.21
H 1.960 3.758 -0.979 0.23
C -1.442 3.495 3.961 -1.05
C -1.923 4.198 2.709 0.01
O -3.327 4.040 2.572 -0.50
H -1.688 2.429 3.922 0.21
H -0.361 3.604 4.079 0.33
H -1.937 3.903 4.849 0.36
H -1.443 3.773 1.822 0.16
H -1.692 5.267 2.746 0.20
H -3.744 4.428 3.359 0.27
C -2.988 -0.992 3.413 -0.90
C -1.829 -0.893 4.383 -0.02
O -2.293 -0.455 5.651 -0.56
H -3.485 -0.022 3.307 0.27
H -2.646 -1.324 2.429 0.22
H -3.742 -1.696 3.781 0.26
H -1.089 -0.172 4.023 0.28
H -1.335 -1.862 4.505 0.11
H -2.943 -1.106 5.966 0.30
C 2.799 -1.142 4.343 -0.97
C 2.196 -2.532 4.341 -0.18
O 1.525 -2.768 3.112 -0.39
H 2.021 -0.385 4.199 0.20
H 3.316 -0.943 5.286 0.35
H 3.511 -1.028 3.519 0.32
H 1.469 -2.635 5.152 0.19
H 2.969 -3.295 4.471 0.28
H 2.181 -2.682 2.399 0.20
C 7.549 0.568 -1.541 -0.76
C 7.590 1.673 -0.506 -0.22
O 6.820 2.781 -0.949 -0.48
H 7.938 0.925 -2.501 0.26
H 8.142 -0.292 -1.217 0.36
H 6.520 0.240 -1.717 0.06
H 8.618 2.013 -0.350 0.29
H 7.191 1.328 0.452 0.25
H 5.907 2.471 -1.077 0.27
C -2.349 -5.704 5.424 -1.01
C -2.308 -4.599 6.458 -0.26
O -3.078 -3.491 6.016 -0.43
H -1.960 -5.348 4.464 0.24
H -1.755 -6.564 5.748 0.34
H -3.378 -6.032 5.248 0.34
H -1.280 -4.259 6.615 0.26
H -2.707 -4.944 7.417 0.27
H -3.991 -3.802 5.888 0.26

---

[2]
105
Properties=species:S:1:pos:R:3:lowdin_spin:R:1 method="wB97M-V/def2-TZVPD" total_charge=+3 largest_force_ev_per_a=6.019 lumo_energy_ha="-0.4356 / -0.4356" multiplicity=2 e_tot_ev=-50464.398 orbital_gap_ev="1.8 / 1.8"
Y -0.942 3.489 -3.664 0.00
C 0.243 1.773 0.155 0.00
C 1.140 1.968 -1.094 0.00
O 0.295 2.046 -2.241 0.00
H -0.420 2.631 0.263 0.00
H 0.883 1.643 1.028 0.00
H -0.418 0.915 0.029 0.00
H 1.898 1.185 -1.095 0.00
H 1.547 2.967 -0.936 0.00
O 0.245 3.822 2.949 0.00
H 1.138 3.496 3.066 0.00
H -0.303 3.197 3.423 0.00
O -1.080 4.676 -1.594 0.00
H -0.364 4.816 -0.973 0.00
H -1.873 4.734 -1.062 0.00
O 1.710 -1.597 -0.917 0.00
H 2.369 -2.127 -1.365 0.00
H 1.863 -0.706 -1.234 0.00
O -0.747 -0.645 -3.345 0.00
H -0.042 -0.155 -2.921 0.00
H -1.363 -0.838 -2.638 0.00
C 5.788 -4.215 -3.868 0.00
C 4.562 -3.607 -3.226 0.00
C 4.928 -2.825 -1.917 0.00
C 5.360 -1.437 -2.101 0.00
C 4.402 -0.689 -3.002 0.00
C 4.045 -1.289 -4.246 0.00
N 3.777 -2.741 -4.148 0.00
O 3.440 -3.320 -5.392 0.00
C 2.707 -0.701 -4.780 0.00
C 5.172 -0.925 -5.247 0.00
C 3.582 -4.764 -2.833 0.00
H 5.527 -4.633 -4.841 0.00
H 6.251 -4.988 -3.255 0.00
H 6.564 -3.522 -4.193 0.00
H 4.188 -2.869 -1.118 0.00
H 5.823 -3.328 -1.550 0.00
H 6.341 -1.364 -2.570 0.00
H 5.350 -0.817 -1.205 0.00
H 4.818 0.315 -3.088 0.00
H 3.477 -0.694 -2.425 0.00
H 1.796 -1.056 -4.298 0.00
H 2.699 0.372 -4.972 0.00
H 2.531 -1.051 -5.797 0.00
H 4.851 -1.248 -6.237 0.00
H 5.464 0.126 -5.263 0.00
H 6.098 -1.412 -4.942 0.00
H 4.201 -5.517 -2.345 0.00
H 3.217 -5.264 -3.730 0.00
H 2.676 -4.486 -2.293 0.00
H 2.481 -3.292 -5.389 0.00
C -4.795 -1.672 0.880 0.04
C -4.656 -0.317 1.571 0.04
C -6.048 0.368 1.479 0.00
C -7.143 -0.115 2.397 0.00
C -6.671 -0.156 3.842 0.01
C -5.342 -0.973 3.973 0.06
N -4.346 -0.578 3.009 0.57
O -3.052 -0.991 3.184 0.13
C -4.830 -0.814 5.445 0.02
C -5.690 -2.551 3.895 0.08
C -3.640 0.472 0.772 0.01
H -5.333 -1.578 -0.064 0.01
H -5.240 -2.434 1.521 0.00
H -3.858 -2.191 0.679 0.00
H -5.915 1.409 1.186 0.00
H -6.509 0.019 0.555 0.00
H -7.416 -1.100 2.019 0.00
H -7.989 0.563 2.291 0.00
H -7.549 -0.613 4.299 0.00
H -6.512 0.810 4.321 0.00
H -5.575 -0.623 6.217 0.00
H -4.264 -1.633 5.889 0.00
H -4.134 0.023 5.499 0.00
H -4.806 -3.173 3.760 0.00
H -6.265 -2.838 4.775 0.00
H -6.374 -2.727 3.064 0.00
H -2.764 -0.175 0.754 0.00
H -3.295 1.349 1.320 0.00
H -3.854 0.895 -0.210 0.00
H -2.550 -0.176 3.100 0.01
C 0.883 -3.123 3.405 0.00
C 0.811 -1.993 2.395 0.00
C 2.147 -1.446 2.088 0.00
O 0.356 -2.722 1.247 0.00
H -0.128 -3.503 3.551 0.00
H 1.349 -2.561 4.215 0.00
H 1.480 -3.978 3.088 0.00
H 0.163 -1.121 2.486 0.00
H 1.912 -0.595 1.449 0.00
H 2.718 -2.179 1.518 0.00
H 2.639 -1.038 2.971 0.00
H 0.764 -2.364 0.454 0.00
C 1.360 6.558 1.675 0.00
C -0.087 6.786 1.457 0.00
C -0.339 7.640 0.392 0.00
O -0.746 5.571 1.168 0.00
H 1.471 6.306 2.729 0.00
H 1.791 7.532 1.442 0.00
H 1.901 6.007 0.906 0.00
H -0.363 7.328 2.361 0.00
H 0.065 7.112 -0.472 0.00
H 0.167 8.591 0.561 0.00
H -1.403 7.790 0.210 0.00
H -0.388 4.873 1.722 0.00

---

[3]
108
Properties=species:S:1:pos:R:3:mulliken_charge:R:1 method="wB97M-V/def2-TZVPD" smiles=COCCNCCOC.COCCNCCOC.COCCNCCOC.COCCNCCOC.CCO.O total_charge=0 largest_force_ev_per_a=3.019 lumo_energy_ha=0.0090 e_tot_ev=-54490.450 orbital_gap_ev=8.4
C 16.114 -6.541 3.815 -0.83
O 16.448 -5.341 4.551 -0.31
C 17.027 -5.655 5.790 -0.75
C 16.771 -4.395 6.674 0.05
N 17.280 -3.295 5.973 -0.35
C 16.836 -2.026 6.613 -0.20
C 17.443 -0.834 5.874 -0.70
O 18.213 0.021 6.765 -0.38
C 19.541 -0.434 6.810 -0.76
H 15.462 -7.200 4.388 0.32
H 17.065 -6.999 3.542 0.32
H 15.475 -6.385 2.946 0.23
H 18.086 -5.851 5.624 0.41
H 16.425 -6.416 6.287 0.42
H 17.217 -4.482 7.665 0.35
H 15.683 -4.370 6.728 -0.23
H 17.079 -3.326 4.984 0.31
H 17.208 -1.872 7.626 0.15
H 15.769 -2.028 6.831 0.33
H 16.635 -0.264 5.415 0.39
H 17.956 -1.128 4.959 0.36
H 19.970 -0.220 5.831 0.30
H 19.596 -1.521 6.872 0.30
H 20.160 0.029 7.578 0.26
C 12.137 -5.783 -0.377 -0.68
O 13.051 -5.309 0.619 -0.40
C 12.408 -4.650 1.745 -0.31
C 11.374 -3.544 1.406 -0.93
N 10.027 -4.063 1.234 -0.02
C 9.000 -3.100 0.972 -0.88
C 7.590 -3.735 0.512 -0.55
O 6.855 -4.542 1.401 -0.31
C 5.477 -4.817 1.043 -0.78
H 12.554 -6.442 -1.139 0.27
H 11.547 -4.946 -0.749 0.22
H 11.446 -6.389 0.209 0.31
H 13.232 -4.135 2.240 0.24
H 12.022 -5.396 2.439 0.30
H 11.657 -2.851 0.614 0.33
H 11.175 -3.008 2.334 0.56
H 9.629 -4.673 1.934 0.21
H 9.310 -2.334 0.261 0.38
H 8.830 -2.498 1.864 0.38
H 7.641 -4.166 -0.488 0.34
H 6.868 -2.951 0.284 0.41
H 5.029 -5.187 1.965 0.26
H 5.322 -5.626 0.329 0.30
H 4.847 -3.959 0.808 0.33
C 11.939 -5.990 10.105 -0.41
O 11.543 -5.443 11.285 -0.41
C 11.280 -4.041 11.242 -0.02
C 12.014 -3.339 12.386 -0.83
N 13.463 -3.214 12.099 -0.06
C 14.249 -2.652 13.196 -0.71
C 15.645 -2.448 12.690 -0.63
O 15.601 -1.634 11.562 -0.31
C 16.895 -1.242 11.063 -0.76
H 12.870 -5.588 9.706 0.21
H 11.243 -5.830 9.282 0.07
H 12.139 -7.052 10.253 0.41
H 10.192 -3.974 11.262 0.46
H 11.536 -3.598 10.279 -0.08
H 11.752 -3.790 13.343 0.29
H 11.743 -2.285 12.455 0.40
H 13.788 -3.013 11.164 0.17
H 14.370 -3.361 14.014 0.30
H 13.801 -1.716 13.530 0.37
H 15.992 -3.461 12.485 0.34
H 16.139 -1.914 13.502 0.40
H 16.754 -0.437 10.342 0.23
H 17.512 -2.085 10.752 0.29
H 17.505 -0.905 11.902 0.35
C 9.538 -8.079 8.239 -0.39
O 8.154 -8.102 8.624 -0.37
C 7.683 -9.436 8.815 -0.57
C 6.389 -9.561 9.471 -0.60
N 5.439 -8.513 9.115 -0.32
C 4.079 -8.762 9.722 -0.64
C 3.183 -9.626 8.823 -0.28
O 2.023 -10.132 9.417 -0.34
C 2.104 -10.756 10.650 -0.69
H 10.284 -8.146 9.031 0.32
H 9.840 -7.111 7.840 -0.13
H 9.814 -8.835 7.504 0.37
H 8.431 -10.047 9.320 0.40
H 7.753 -9.962 7.863 0.38
H 6.454 -9.571 10.559 0.33
H 5.895 -10.472 9.133 0.26
H 5.857 -7.692 9.531 0.24
H 3.583 -7.796 9.808 0.31
H 4.160 -9.018 10.778 0.38
H 3.789 -10.419 8.386 0.25
H 2.839 -9.059 7.958 0.26
H 2.575 -11.733 10.539 0.30
H 1.058 -10.983 10.858 0.27
H 2.600 -10.242 11.473 0.28
C 10.972 -4.111 5.954 -0.60
C 12.462 -3.940 6.074 -0.09
O 12.728 -3.884 7.467 -0.30
H 10.630 -4.053 4.921 0.18
H 10.417 -3.333 6.480 0.24
H 10.564 -4.990 6.453 -0.08
H 12.929 -3.071 5.612 0.29
H 13.073 -4.731 5.638 0.17
H 12.415 -3.075 7.879 0.14
O 11.717 -1.611 8.654 -0.59
H 10.787 -1.454 8.820 0.25
H 12.169 -0.935 9.158 0.25